C3H6ClP | ωB97M-V/def2-TZVPD

Last column: Löwdin charge in e.
CARTESIAN COORDINATES (ANGSTROEM)
C1 1.54369 -1.21682 -0.25912  0.008
C2 0.39168 -0.70564 -0.70744  -0.306
C3 -0.58219 -0.02407 0.20170  -1.015
P1 -1.08581 1.81567 -0.21373  0.717
Cl1 -2.14382 -0.87476 0.11799  0.523
H1 2.25032 -1.61472 -1.05775  0.076
H2 1.96790 -1.10893 0.79690  0.090
H3 -0.01561 -0.63969 -1.64001  0.053
H4 -0.13686 0.06039 1.13553  0.016
H5 -0.03782 2.45399 0.76310  -0.070
H6 -2.15147 1.85456 0.86283  -0.091

Atomic forces in eV per Å
C 1.27 0.27 -1.10
C 0.50 0.73 3.37
C -0.33 1.33 -1.38
P 0.75 0.07 2.51
Cl -0.09 -0.40 0.35
H -0.87 0.29 1.38
H -1.05 -0.27 -1.59
H -0.07 -0.67 -3.02
H 0.04 -0.45 2.17
H -1.40 -0.84 -1.47
H 1.26 -0.07 -1.22

Lowest unoccupied orbital energy   0.9 eV
SMILES   C=C[C@@H](P)Cl
HOMO energy   -9.688 eV

C3H4LiO3Tb | ωB97M-V/def2-TZVPD

Last column: Mulliken spin population.
CARTESIAN COORDINATES (ANGSTROEM)
H1 -0.14029 1.53319 2.47051  0.002
C1 0.39080 0.79957 1.82876  0.032
C2 1.03160 1.59396 0.74016  -0.026
O1 0.83608 1.31816 -0.43886  0.004
C3 -0.86345 -2.11334 -2.61701  -0.870
O2 -0.84726 -1.65467 -3.84990  -0.007
Tb1 -0.63378 -0.35805 -0.85616  6.912
O3 -0.43343 -0.19414 1.33533  -0.028
H2 1.22142 0.41321 2.45536  0.002
H3 1.78514 2.35270 1.01476  -0.002
H4 -1.04731 -2.35036 -4.49679  -0.024
Li1 -1.29953 -1.34023 2.41383  0.008

Atomic forces in eV per Å
H 0.13 -0.21 -0.10
C 0.47 1.01 0.79
C 0.91 -0.20 0.27
O 0.18 0.55 0.25
C -0.06 0.58 -4.10
O -0.03 -1.19 3.63
Tb -0.53 0.36 -0.35
O -0.44 -0.66 0.09
H -0.18 0.13 -0.18
H -0.37 0.05 -0.07
H -0.06 -0.38 -0.69
Li -0.03 -0.05 0.47

⟨S²⟩   12.997
Net charge   +2
2S+1   7
Lowest unoccupied orbital energy (alpha / beta)   -8.1 / -8.4 eV
HOMO energy (alpha / beta)   -16.171 / -15.197 eV

C5H11NO2 | ωB97M-V/def2-TZVPD

Last column: Mulliken spin population.
CARTESIAN COORDINATES (ANGSTROEM)
C1 1.06388 0.58294 -0.83655  0.067
N1 2.23611 -0.04938 -1.46185  0.015
C2 2.53674 -1.27005 -1.07284  -0.001
O1 1.96205 -2.07416 -0.28046  0.004
C3 -0.27949 -0.21427 -0.89961  -0.007
C4 -1.51153 0.55610 -0.44744  0.769
C5 -2.22738 0.27703 0.80447  0.009
O2 -1.66201 1.01644 1.94643  0.084
H1 0.88392 1.46370 -1.46520  -0.014
H2 1.20681 0.86388 0.21652  -0.007
H3 0.78724 -0.22743 2.27084  0.003
H4 3.46212 -1.66953 -1.53276  0.002
H5 -0.41888 -0.29719 -1.98995  0.034
H6 0.62553 -0.15504 2.99150  -0.002
H7 -2.04542 1.01263 -1.26676  0.004
H8 -0.20787 -1.14341 -0.34061  0.018
H9 -2.03264 -0.77140 1.06411  0.017
H10 -3.30463 0.47701 0.81512  0.020
H11 -1.07455 1.62211 1.48502  -0.014

Atomic forces in eV per Å
C 0.13 -0.54 -0.52
N -0.40 -0.04 0.53
C -0.32 -0.41 0.34
O 0.01 0.56 -0.04
C -0.76 1.20 -0.15
C 0.56 -0.59 -0.92
C 0.45 -0.40 1.22
O -0.33 0.08 -0.78
H 0.01 0.30 0.54
H 0.30 0.15 -0.06
H 0.11 -0.10 0.02
H 0.11 0.21 -0.26
H 0.04 -0.87 0.31
H 0.02 0.00 0.02
H -0.24 0.49 0.09
H 0.24 -0.22 -0.33
H -0.36 -0.05 -0.03
H 0.15 -0.03 -0.34
H 0.29 0.28 0.37

⟨S²⟩   0.754
Net charge   -1
2S+1   2
Lowest unoccupied orbital energy (alpha / beta)   3.7 / 2.9 eV
HOMO energy (alpha / beta)   -3.424 / -3.472 eV

C2H6N3 | ωB97M-V/def2-TZVPD

Last column: Löwdin charge in e.
CARTESIAN COORDINATES (ANGSTROEM)
C1 0.34753 -1.20074 -0.03029  -0.076
C2 0.14529 1.17553 0.03410  -0.074
N1 3.79996 0.10685 0.07217  0.169
N2 2.75278 0.09442 0.38457  0.074
N3 0.71606 0.04401 -0.47706  0.041
H1 0.98894 -1.97169 -0.46530  0.117
H2 0.22715 -1.29139 1.06201  0.138
H3 -0.68231 -1.39005 -0.38747  0.173
H4 -0.41227 1.08953 0.97501  0.123
H5 0.87285 1.99966 0.04501  0.137
H6 -0.52528 1.54269 -0.77262  0.177

Atomic forces in eV per Å
C 0.42 -1.16 0.63
C -0.39 0.67 1.17
N -0.44 0.00 0.21
N 1.07 0.01 -0.02
N -0.43 0.27 -1.17
H -0.18 0.08 0.13
H -0.02 0.15 -0.11
H -0.16 0.32 -0.29
H 0.09 -0.06 -0.17
H -0.01 -0.08 -0.12
H 0.07 -0.20 -0.26

Net charge   +1
Lowest unoccupied orbital energy   -8.3 eV
HOMO energy   -17.043 eV

Electronic energy readings, ordered: -919.37206; -1173.72620; -402.25985; -243.69873 hartree
Energy above the lowest of the compared OMol25 structures with the same formula, charge and spin readings, ordered: 131.8; 113.4; 172.6; 357.6 kJ/mol